1.
{"formula": "C15H22N2O4S", "method": "the ωB97M-V functional and the def2-TZVPD basis", "symbols": ["C", "H", "O", "C", "C", "C", "C", "C", "C", "C", "N", "C", "O", "C", "C", "N", "S", "O", "O", "C", "H", "H", "H", "C", "C", "C", "H", "H", "H", "H", "H", "H", "H", "H", "H", "H", "H", "H", "H", "H", "H", "H", "H", "H"], "coordinates": [[2.7736, 3.2550, -0.2756], [2.6888, 3.2046, -1.3658], [2.6281, 1.9856, 0.3136], [3.5345, 1.0085, 0.0043], [4.5895, 1.1686, -0.8837], [5.4496, 0.1120, -1.1376], [5.2656, -1.1068, -0.5151], [4.2134, -1.2674, 0.3725], [3.3476, -0.2250, 0.6477], [2.2019, -0.3912, 1.6130], [0.9234, -0.2048, 0.9598], [0.0668, -1.2143, 0.7247], [0.2488, -2.3523, 1.1121], [-1.1924, -0.8016, -0.0297], [-2.3791, -0.8671, 0.9424], [-3.6373, -0.5887, 0.2882], [-3.9397, 1.0421, 0.0500], [-2.7444, 1.8278, 0.1980], [-4.7169, 1.2176, -1.1412], [-5.0056, 1.3766, 1.4732], [-5.8766, 0.7433, 1.3785], [-5.2844, 2.4223, 1.4504], [-4.4502, 1.1477, 2.3722], [-3.9084, -1.4548, -0.8417], [-2.7794, -1.4120, -1.8689], [-1.4495, -1.7519, -1.2019], [-0.6337, -1.6746, -1.9237], [-1.4665, -2.7759, -0.8217], [-2.7371, -0.4041, -2.2882], [-2.9905, -2.1145, -2.6764], [-4.8433, -1.1124, -1.2847], [-4.0385, -2.4705, -0.4552], [-2.2523, -0.1293, 1.7360], [-2.4314, -1.8662, 1.3858], [-1.1091, 0.2255, -0.3937], [0.7470, 0.7157, 0.5887], [2.2004, -1.3999, 2.0303], [2.2928, 0.3430, 2.4214], [4.0585, -2.2174, 0.8614], [5.9338, -1.9293, -0.7180], [6.2653, 0.2516, -1.8313], [4.7517, 2.1097, -1.3849], [1.9569, 3.8576, 0.1195], [3.7281, 3.7170, -0.0049]], "forces_ev_per_angstrom": [[0.0, 0.3, -0.1], [0.0, 0.0, 0.1], [0.0, -0.4, 0.2], [0.2, -0.3, 0.0], [-0.2, 0.3, 0.0], [0.0, -0.2, 0.0], [0.1, 0.0, -0.1], [0.0, 0.2, 0.0], [-0.1, 0.1, 0.1], [0.1, 0.0, 0.1], [0.2, 0.5, 0.1], [-0.4, 0.4, -0.2], [0.0, -0.4, 0.1], [0.1, -0.4, 0.1], [0.6, 0.1, 0.3], [-0.3, 0.9, -0.1], [-0.7, 0.2, 0.8], [0.1, -0.1, 0.2], [-0.2, -0.3, -0.1], [0.5, -0.1, -0.7], [-0.1, -0.1, 0.0], [0.0, 0.2, -0.1], [0.1, -0.1, 0.2], [-0.2, -0.1, -0.7], [0.0, -0.2, 0.2], [0.0, 0.2, -0.1], [0.0, -0.1, 0.0], [0.1, 0.0, 0.0], [0.0, 0.0, -0.1], [0.0, 0.0, -0.1], [0.0, -0.3, 0.0], [0.0, 0.1, 0.0], [0.1, -0.2, 0.1], [0.0, 0.1, 0.0], [0.1, -0.1, 0.0], [-0.1, -0.1, 0.0], [0.0, 0.2, 0.0], [0.0, -0.2, 0.0], [0.0, -0.1, 0.1], [0.1, -0.1, 0.0], [0.1, 0.0, -0.1], [0.0, 0.1, 0.0], [0.1, 0.0, -0.1], [0.0, 0.0, 0.0]], "spin_multiplicity": 1, "e_homo_ev": -8.709, "smiles": "COc1ccccc1CNC(=O)[C@H]1CCCN(S(C)(=O)=O)C1", "e_tot_ha": -1393.451200}



2.
{"formula": "C15H22N2O5S2", "method": "the ωB97M-V functional and the def2-TZVPD basis", "symbols": ["O", "S", "O", "N", "C", "H", "H", "C", "H", "H", "C", "H", "H", "C", "H", "H", "C", "C", "C", "C", "C", "C", "H", "H", "S", "O", "O", "N", "C", "C", "H", "H", "C", "C", "C", "H", "H", "H", "H", "O", "H", "H", "H", "H", "H", "H"], "coordinates": [[4.4761, -0.2303, 0.1580], [3.5063, -0.5788, -0.8331], [3.8551, -0.5417, -2.2192], [3.0130, -2.1357, -0.5004], [2.0061, -2.7017, -1.3693], [2.2377, -3.7611, -1.5128], [2.0495, -2.2007, -2.3339], [0.6634, -2.5364, -0.6308], [0.1310, -1.6622, -1.0078], [0.0298, -3.4095, -0.7745], [1.0535, -2.3495, 0.8474], [0.7139, -1.3830, 1.2221], [0.6288, -3.1277, 1.4787], [2.5937, -2.4135, 0.8547], [2.9351, -3.4193, 1.1163], [3.0670, -1.6989, 1.5244], [2.0559, 0.4669, -0.5918], [1.7939, 0.9759, 0.6675], [0.6069, 1.6582, 0.8873], [-0.2802, 1.8214, -0.1619], [0.0088, 1.3639, -1.4353], [1.1960, 0.6815, -1.6539], [1.4694, 0.3140, -2.6304], [-0.6951, 1.5545, -2.2301], [-1.9323, 2.4337, 0.1860], [-1.9003, 3.2450, 1.3620], [-2.5133, 2.9425, -1.0164], [-2.7379, 1.0258, 0.5726], [-2.9535, 0.1033, -0.5153], [-4.0512, -0.8934, -0.1468], [-4.9903, -0.3572, -0.0166], [-4.1678, -1.6194, -0.9522], [-3.7165, -1.6247, 1.1619], [-3.4326, -0.5870, 2.2583], [-2.3541, 0.3999, 1.8143], [-2.2389, 1.1991, 2.5468], [-1.3847, -0.1204, 1.7102], [-4.3511, -0.0404, 2.4679], [-3.1085, -1.0945, 3.1675], [-2.6618, -2.5463, 1.0082], [-1.8678, -2.0681, 0.7450], [-4.5701, -2.2428, 1.4601], [-3.2493, 0.6993, -1.3789], [-2.0217, -0.4354, -0.7658], [0.3557, 2.0716, 1.8514], [2.5206, 0.8322, 1.4515]], "forces_ev_per_angstrom": [[-0.2, 0.1, 0.3], [0.1, -0.2, 0.0], [-0.3, 0.0, -0.1], [0.6, 1.0, -0.3], [-0.4, -0.2, -0.5], [0.0, 0.1, 0.0], [-0.1, -0.2, -0.1], [0.0, -0.1, -0.1], [0.0, -0.1, 0.0], [-0.1, 0.0, 0.0], [0.0, -0.1, 0.1], [0.0, -0.1, 0.0], [0.0, 0.0, 0.1], [-0.1, 0.0, 0.7], [0.0, 0.1, 0.0], [0.0, -0.1, 0.2], [0.6, -0.3, -0.1], [0.0, 0.1, 0.1], [0.1, 0.0, 0.1], [-0.6, 0.2, 0.1], [0.1, 0.0, -0.1], [-0.1, 0.1, -0.1], [0.0, 0.0, -0.1], [0.0, 0.0, -0.2], [-0.1, -0.3, 0.1], [0.2, -0.2, 0.2], [0.1, -0.2, -0.2], [0.2, 1.0, -0.2], [-0.3, -0.3, -0.6], [0.3, -0.1, 0.2], [-0.1, 0.0, 0.0], [0.0, 0.0, 0.0], [-0.6, 0.4, 0.1], [0.1, -0.2, -0.3], [0.0, -0.1, 0.7], [0.1, -0.2, 0.1], [0.0, 0.0, 0.0], [-0.1, 0.1, 0.1], [0.0, 0.0, 0.0], [0.4, -0.1, -0.1], [0.1, -0.1, 0.0], [0.1, 0.1, 0.0], [0.0, -0.2, -0.1], [0.0, 0.0, 0.0], [0.1, 0.0, 0.1], [0.0, 0.0, 0.1]], "spin_multiplicity": 1, "e_homo_ev": -10.042, "smiles": "O=S(=O)(c1ccc(S(=O)(=O)N2CCC(O)CC2)cc1)N1CCCC1", "e_tot_ha": -1866.848730}



3.
{"formula": "C15H22N2S", "method": "the ωB97M-V functional and the def2-TZVPD basis", "symbols": ["C", "C", "C", "C", "C", "C", "C", "C", "C", "N", "S", "N", "C", "C", "C", "C", "C", "C", "H", "H", "H", "H", "H", "H", "H", "H", "H", "H", "H", "H", "H", "H", "H", "H", "H", "H", "H", "H", "H", "H"], "coordinates": [[3.1256, -0.8814, 0.9011], [2.9056, -0.4666, -0.5820], [2.8115, 1.0668, -0.7302], [1.5748, 1.6859, -0.0401], [0.2966, 1.6954, -0.9606], [-0.9448, 1.5127, -0.0669], [-0.9902, 2.3766, 1.0975], [-1.9732, 2.3419, 2.0093], [-3.0112, 1.3892, 1.7914], [-4.0554, 1.1718, 2.5966], [-4.8995, -0.0066, 1.8693], [-4.0194, -0.2916, 0.5351], [-2.9931, 0.5592, 0.6283], [-1.9271, 0.6232, -0.3334], [-1.9345, -0.2649, -1.5635], [-1.1028, -1.6020, -1.4313], [-0.5027, -1.8230, -0.0342], [0.3493, -3.1392, -0.0843], [3.5539, -1.8879, 0.9750], [2.1389, -0.9059, 1.3854], [3.7683, -0.1758, 1.4402], [3.8094, -0.8027, -1.1106], [2.0063, -0.9571, -0.9724], [2.9252, 1.3982, -1.7716], [3.6950, 1.4608, -0.1968], [1.7567, 2.7064, 0.3087], [1.3143, 1.0216, 0.7949], [0.2251, 2.6473, -1.5053], [0.3616, 0.8709, -1.6817], [-0.1936, 3.0998, 1.2622], [-1.9530, 3.0028, 2.8709], [-1.5719, 0.3225, -2.4139], [-2.9798, -0.5609, -1.7194], [-0.3294, -1.5643, -2.2144], [-1.7776, -2.4239, -1.7052], [0.1803, -1.0159, 0.2471], [-1.3359, -1.9223, 0.6729], [-0.2404, -4.0217, 0.1824], [1.1627, -3.0181, 0.6414], [0.7745, -3.2212, -1.0917]], "forces_ev_per_angstrom": [[-0.8, 0.0, -0.4], [0.7, 0.3, 0.6], [0.4, 0.3, 0.7], [-0.6, -0.7, -1.2], [0.0, -0.3, 1.0], [1.0, 1.1, -0.4], [0.4, 0.1, -0.4], [-0.3, -0.1, 0.3], [-0.1, 0.2, 0.3], [-0.1, -0.6, -0.8], [-0.2, -0.1, 0.1], [-0.2, 0.5, 1.0], [0.4, -0.3, -0.6], [-0.1, -0.1, -0.2], [-0.3, -0.4, 0.5], [-0.4, 1.2, -0.1], [0.3, -1.4, -1.0], [-0.3, 1.0, 0.5], [-0.1, 0.2, 0.0], [0.4, 0.0, 0.3], [-0.1, -0.1, -0.2], [-0.5, 0.0, -0.3], [0.3, -0.1, -0.1], [-0.2, -0.1, 0.1], [-0.1, 0.0, -0.3], [0.1, -0.3, 0.1], [0.2, 0.5, 0.2], [0.1, -0.3, 0.0], [0.0, 0.3, 0.1], [-0.1, -0.2, -0.2], [-0.2, -0.2, -0.1], [-0.3, -0.2, 0.1], [0.2, 0.3, -0.2], [0.0, -0.2, 0.4], [0.3, 0.0, 0.2], [-0.5, 0.1, 0.0], [0.4, 0.2, 0.1], [0.2, 0.1, -0.2], [-0.1, -0.4, -0.2], [0.0, -0.3, 0.3]], "spin_multiplicity": 1, "e_homo_ev": -8.712, "e_tot_ha": -1092.459477}



4.
{"formula": "C15H22N3NaOSe", "method": "the ωB97M-V functional and the def2-TZVPD basis", "symbols": ["Na", "C", "C", "C", "C", "N", "C", "Se", "N", "C", "C", "C", "C", "C", "C", "C", "C", "C", "C", "H", "H", "H", "H", "H", "H", "H", "H", "H", "H", "H", "H", "H", "H", "H", "H", "H", "H", "H", "H", "H", "H", "O", "N"], "coordinates": [[0.9502, 0.1905, -1.6204], [-3.9898, -0.6697, 4.8103], [-3.2096, -1.9576, 4.5642], [-3.5108, -2.6604, 3.2413], [-2.8708, -2.0516, 1.9999], [-3.4693, -0.7753, 1.5671], [-2.9508, 0.4576, 1.6516], [-1.2994, 0.8770, 2.4573], [-3.7973, 1.3527, 1.1251], [-3.6248, 2.8122, 1.0129], [-4.5419, 3.5794, 1.9568], [-4.2100, 3.3927, 3.4327], [-2.9131, 4.0688, 3.8588], [-4.9273, 0.6764, 0.7043], [-6.0867, 1.1216, 0.0627], [-7.0134, 0.1582, -0.2550], [-6.8040, -1.2054, 0.0353], [-5.6587, -1.6517, 0.6490], [-4.7181, -0.6750, 0.9865], [-3.8705, -0.3318, 5.8407], [-5.0596, -0.8157, 4.6358], [-3.6668, 0.1560, 4.1688], [-3.4464, -2.6581, 5.3668], [-2.1309, -1.7820, 4.6462], [-4.5910, -2.7534, 3.0959], [-3.1295, -3.6821, 3.2886], [-2.9673, -2.7236, 1.1472], [-1.8106, -1.8737, 2.1617], [-3.8190, 3.0615, -0.0292], [-2.5799, 3.0302, 1.2176], [-5.5784, 3.3017, 1.7600], [-4.4554, 4.6357, 1.6889], [-4.1926, 2.3230, 3.6734], [-5.0349, 3.7984, 4.0200], [-2.0428, 3.7095, 3.2993], [-2.7094, 3.9019, 4.9166], [-2.9726, 5.1483, 3.7037], [-6.2522, 2.1644, -0.1728], [-7.9330, 0.4465, -0.7484], [-7.5708, -1.9162, -0.2433], [-5.5021, -2.7020, 0.8600], [-0.6900, 0.3757, -0.1234], [-0.1508, 0.6264, 0.8969]], "forces_ev_per_angstrom": [[0.4, 0.0, -0.4], [0.0, 0.1, 0.0], [0.0, 0.0, 0.1], [0.0, 0.0, 0.0], [-0.1, 0.0, 0.0], [0.0, 0.0, 0.1], [0.0, 0.0, -0.1], [0.4, -0.1, -0.2], [0.0, 0.0, 0.1], [0.0, 0.0, 0.0], [0.0, 0.1, 0.0], [-0.1, 0.0, 0.0], [0.1, 0.1, 0.0], [0.0, -0.2, -0.1], [0.0, 0.0, 0.0], [-0.1, 0.1, 0.0], [0.0, -0.1, 0.0], [0.0, -0.1, 0.0], [-0.1, 0.1, -0.1], [0.0, 0.0, -0.1], [0.1, 0.0, 0.0], [0.0, 0.0, 0.0], [0.0, 0.0, 0.0], [0.0, 0.0, 0.0], [0.0, 0.0, 0.0], [0.0, 0.0, 0.0], [0.0, 0.0, 0.0], [0.1, 0.0, 0.0], [0.0, 0.0, 0.0], [0.1, 0.0, 0.0], [0.0, 0.0, 0.0], [0.0, 0.0, 0.0], [0.0, 0.0, 0.0], [0.0, 0.0, 0.0], [-0.1, 0.0, 0.0], [0.0, 0.0, 0.0], [0.0, -0.1, 0.0], [0.0, 0.0, 0.0], [0.1, 0.0, 0.0], [0.0, 0.0, 0.0], [0.0, 0.1, 0.0], [-0.7, -0.3, -0.7], [0.0, 0.4, 1.3]], "total_charge": 2, "spin_multiplicity": 1, "e_homo_ev": -15.147, "e_tot_ha": -3387.446958}



5.
{"formula": "C15H22N3S", "method": "the ωB97M-V functional and the def2-TZVPD basis", "symbols": ["C", "C", "N", "C", "C", "N", "C", "S", "C", "H", "H", "H", "H", "H", "H", "H", "H", "H", "H", "C", "N", "C", "C", "C", "C", "C", "C", "C", "C", "H", "H", "H", "H", "H", "H", "H", "H", "H", "H", "H", "H"], "coordinates": [[1.2972, 3.9466, 1.8122], [1.3326, 3.8277, 0.3055], [1.0004, 2.4633, -0.1242], [1.4293, 1.9610, -1.4140], [0.8702, 0.5285, -1.4350], [0.0937, 0.4411, -0.2027], [0.2351, 1.5807, 0.5089], [-0.5109, 1.8588, 2.0430], [-0.0970, 3.5804, 2.2855], [2.0551, 3.3062, 2.2680], [1.5273, 4.9770, 2.0504], [0.5802, 4.5189, -0.1298], [2.3153, 4.0710, -0.1714], [1.0376, 2.5507, -2.2613], [2.5388, 1.9754, -1.4963], [0.1622, 0.3561, -2.2858], [1.6844, -0.2509, -1.4273], [-0.1978, 3.7489, 3.3636], [-0.8494, 4.1711, 1.7669], [-2.7851, 0.1977, 0.2393], [-1.8841, -0.8350, -0.3261], [-2.6402, -2.0468, -0.5917], [-0.5529, -0.8469, 0.1864], [0.1581, -2.1621, -0.1943], [-0.0769, -2.8561, -1.4118], [0.5755, -4.0602, -1.6619], [1.2805, -4.6859, -0.6588], [1.5775, -4.0096, 0.5107], [1.0629, -2.7318, 0.7408], [-3.8028, -0.0290, -0.1216], [-2.8154, 0.1901, 1.3558], [-2.5487, 1.2308, -0.0954], [-3.7312, -1.8487, -0.5210], [-2.4785, -2.4182, -1.6154], [-2.3962, -2.8573, 0.1245], [-0.2765, -0.6145, 1.2434], [-0.7436, -2.4127, -2.1580], [0.4696, -4.4981, -2.6510], [1.5803, -5.7344, -0.7794], [2.1948, -4.4585, 1.2943], [1.3285, -2.1256, 1.6349]], "forces_ev_per_angstrom": [[0.2, -0.2, -0.4], [0.1, 0.1, -0.9], [-0.1, 0.3, 0.3], [0.7, -0.3, -1.0], [0.1, -0.6, -0.9], [1.0, 0.9, -0.8], [-0.1, -1.0, -0.6], [0.0, -0.7, 0.0], [0.2, 0.6, 0.5], [-0.1, 0.0, 0.0], [0.0, 0.2, 0.3], [0.4, -0.2, 0.1], [-0.7, -0.2, 0.7], [0.0, 0.0, 0.5], [-0.7, 0.0, 0.2], [0.8, 0.0, 0.6], [-0.9, 0.7, -0.1], [-0.1, -0.1, -0.2], [0.0, 0.1, 0.1], [-0.1, 0.2, 0.0], [-1.2, 1.4, 0.5], [-0.5, -1.2, 0.1], [0.5, 0.2, 0.6], [0.8, -0.1, 0.1], [0.7, 1.0, 0.5], [-0.9, 0.5, -0.4], [0.5, -0.8, 0.2], [0.1, 0.4, 0.9], [-0.6, 0.8, -0.5], [0.6, 0.4, 0.2], [0.1, -0.1, -0.6], [0.1, -0.6, 0.2], [0.9, -0.1, 0.1], [-0.2, 0.1, 0.5], [-0.2, 0.3, -0.4], [-1.6, -1.5, 0.6], [0.6, -0.2, 0.2], [-0.1, -0.2, 0.3], [0.2, 0.6, -0.1], [-0.2, 0.0, -0.4], [-0.2, -0.8, -0.6]], "total_charge": 1, "spin_multiplicity": 1, "e_homo_ev": -11.710, "e_tot_ha": -1146.971389}



What is the formula in the first record? C15H22N2O4S